(1)
This record from the Open Molecules 2025 dataset describes a structure of composition C6H10O. The level of theory is ωB97M-V with the def2-TZVPD basis set.

```
17
C6H10O | the Open Molecules 2025 dataset | ωB97M-V with the def2-TZVPD basis set
C -0.517 -1.845 0.793
C -0.255 -0.541 0.084
C -1.290 0.592 -0.013
C -0.727 0.683 -1.425
C 1.116 1.379 -0.550
C 1.099 0.156 0.349
O -0.298 -0.628 -1.367
H 0.262 -2.575 0.549
H -1.486 -2.257 0.495
H -0.519 -1.691 1.877
H -1.236 1.439 0.675
H -2.309 0.196 -0.061
H 0.142 1.456 -1.648
H 0.964 2.335 -0.046
H 1.966 1.421 -1.235
H 1.910 -0.541 0.113
H 1.177 0.420 1.410
```

## Properties
E_HOMO = -0.29297 hartree
relative energy (zero: lowest compared OMol25 entry of this formula, charge and spin) = 376.5 kJ/mol
maximum force = 0.3 eV/A
LUMO level = 0.97 eV

(2)
This record from the Open Molecules 2025 dataset describes a structure of composition C36H59Cl32N3O5S in a non-equilibrium geometry. The level of theory is ωB97M-V with the def2-TZVPD basis set.

```
136
C36H59Cl32N3O5S | the Open Molecules 2025 dataset | ωB97M-V with the def2-TZVPD basis set
C -1.055 -0.296 -3.133
C -0.862 -1.221 -4.389
C -0.025 -2.505 -4.133
C -0.517 -3.389 -2.941
N 0.529 -3.659 -1.922
C 0.707 -2.555 -1.010
C -0.391 -2.161 -0.039
C -1.702 -2.951 0.037
C -2.960 -2.094 -0.191
O -3.325 -1.867 -1.317
O -3.716 -1.617 0.874
C -3.473 -0.246 1.160
C -3.785 0.790 0.078
O -3.071 0.016 2.256
C -0.141 -1.066 0.751
C 1.096 -0.337 0.704
N 1.478 0.716 1.401
S 2.993 1.182 1.015
N 3.272 0.024 -0.146
C 2.199 -0.728 -0.217
C 1.925 -1.888 -1.081
C 3.064 -2.321 -2.053
C 3.585 -3.782 -1.785
C 3.856 -4.150 -0.300
C 5.137 -3.543 0.290
O 6.059 -4.283 0.579
O 5.261 -2.215 0.540
C 6.625 -1.788 0.566
C 6.698 -0.268 0.245
H -0.918 0.751 -3.477
H -0.313 -0.459 -2.335
H -2.103 -0.377 -2.803
H -0.304 -0.618 -5.136
H -1.861 -1.418 -4.820
H 1.045 -2.256 -4.051
H -0.122 -3.124 -5.052
H -1.441 -2.931 -2.532
H -0.789 -4.383 -3.354
H 0.285 -4.461 -1.341
H -1.683 -3.764 -0.703
H -1.775 -3.369 1.063
H -4.702 0.443 -0.441
H -3.932 1.801 0.479
H -2.978 0.734 -0.682
H -0.908 -0.720 1.459
H 3.904 -1.601 -1.984
H 2.731 -2.304 -3.105
H 2.793 -4.473 -2.133
H 4.511 -4.007 -2.346
H 4.019 -5.245 -0.262
H 3.017 -3.939 0.379
H 7.261 -2.274 -0.201
H 7.073 -1.929 1.585
H 5.994 0.331 0.843
H 7.756 0.006 0.416
H 6.457 -0.091 -0.821
C 0.961 -5.205 2.477
Cl 0.884 -3.860 1.319
Cl 1.115 -4.615 4.134
H 0.053 -5.794 2.395
H 1.826 -5.822 2.245
C -4.961 -4.463 -2.583
Cl -5.973 -5.563 -1.635
Cl -3.764 -5.347 -3.539
H -5.596 -3.893 -3.255
H -4.442 -3.791 -1.910
C -6.299 -3.454 1.398
Cl -7.621 -4.484 1.950
Cl -6.731 -1.743 1.451
H -5.438 -3.615 2.039
H -6.057 -3.721 0.375
C -6.545 3.043 1.767
Cl -6.135 4.565 0.971
Cl -7.260 1.891 0.630
H -5.640 2.610 2.182
H -7.258 3.241 2.560
C -6.117 7.981 -0.882
Cl -4.602 7.502 -0.107
Cl -5.897 9.411 -1.898
H -6.469 7.161 -1.500
H -6.849 8.206 -0.113
C -6.165 -5.088 -6.404
Cl -6.046 -3.349 -6.705
Cl -5.687 -6.026 -7.822
H -5.508 -5.342 -5.579
H -7.192 -5.331 -6.152
C -3.594 11.483 -3.701
Cl -2.214 12.045 -2.746
Cl -3.104 11.026 -5.336
H -4.026 10.619 -3.208
H -4.326 12.281 -3.764
C 4.187 -7.143 4.570
Cl 4.571 -5.635 3.739
Cl 3.502 -8.337 3.458
H 5.096 -7.547 5.003
H 3.462 -6.938 5.353
C 3.952 -11.821 1.849
Cl 5.262 -10.866 1.145
Cl 2.408 -10.962 1.768
H 3.863 -12.752 1.301
H 4.185 -12.023 2.890
C -2.233 7.346 2.926
Cl -2.774 7.382 4.608
Cl -1.383 5.842 2.551
H -3.099 7.426 2.279
H -1.562 8.181 2.755
C 10.147 -2.267 0.931
Cl 10.055 -0.909 -0.198
Cl 10.292 -1.706 2.601
H 9.243 -2.862 0.840
H 11.015 -2.870 0.684
C -10.700 0.859 0.725
Cl -12.057 -0.123 1.288
Cl -11.086 2.584 0.772
H -9.844 0.674 1.365
H -10.465 0.580 -0.297
C -0.917 15.648 -2.912
Cl -2.215 16.834 -2.728
Cl 0.444 16.004 -1.840
H -1.305 14.664 -2.672
H -0.567 15.667 -3.939
C 5.321 0.179 4.223
Cl 5.967 1.591 3.382
Cl 6.169 -1.283 3.724
H 5.440 0.319 5.292
H 4.268 0.070 3.979
C -0.727 13.734 0.594
Cl -0.732 13.900 2.354
Cl 0.206 12.323 0.080
H -1.750 13.622 0.250
H -0.282 14.624 0.158
C 10.970 -1.855 6.229
Cl 9.620 -0.725 6.389
Cl 12.302 -1.430 7.311
H 10.622 -2.852 6.477
H 11.328 -1.831 5.206
```

## Properties
E_HOMO = -0.32984 hartree
relative energy (zero: lowest compared OMol25 entry of this formula, charge and spin) = 0.0 kJ/mol
maximum force = 2.5 eV/A
LUMO level = -0.84 eV